[1]
ORCA calculation (ωB97M-V/def2-TZVPD) on a single C4H6N2O2 molecule in a non-equilibrium geometry.

Calculated values
E_tot	-415.81787	Eh
SMILES string	C=CN/C(C=O)=N/O
energy relative to the best compared isomer or geometry (same formula, charge and spin)	139.8	kcal per mole
HOMO level	-8.7	eV
strongest force on any atom	5.81	eV Å⁻¹
Kohn-Sham gap	8.5	eV
LUMO energy	-0.2	eV

Structure (ORCA input):
```
! RIJCOSX wB97M-V def2-TZVPD def2/J DEFGRID3
* xyz 0 1
C -2.46745 0.56683 0.27689
C -1.89119 -0.62877 -0.20771
N -0.37831 -0.74732 -0.42578
C 0.74643 0.06355 -0.54054
C 2.01132 -0.83656 0.08537
O 1.92614 -2.08690 0.16206
N 0.70059 1.28989 -0.30137
O 2.17047 1.68927 -0.10556
H -3.55725 0.34656 0.52211
H -1.89130 1.48117 0.68562
H -2.46873 -1.46727 -0.66553
H -0.20153 -1.76959 -0.29772
H 3.09493 -0.42946 0.28883
H 2.20588 2.52860 0.52334
*
```

[2]
ORCA calculation (ωB97M-V/def2-TZVPD) on a single C2H3ClF2O molecule in a non-equilibrium geometry.

Calculated values
E_tot	-813.14296	Eh
SMILES string	FC(F)OCCl
energy relative to the best compared isomer or geometry (same formula, charge and spin)	14.0	kcal per mole
HOMO level	-11.0	eV
strongest force on any atom	4.33	eV Å⁻¹
Kohn-Sham gap	11.8	eV
LUMO energy	0.8	eV

Structure (ORCA input):
```
! RIJCOSX wB97M-V def2-TZVPD def2/J DEFGRID3
* xyz 0 1
F 0.77308 1.68395 -0.28156
C 1.09032 0.43315 0.28833
F 1.68843 -0.22757 -0.77372
O 0.03245 -0.30386 0.78815
C -1.09314 -0.59270 -0.02927
Cl -1.83429 0.88283 -0.53987
H 1.83377 0.49369 0.98107
H -0.61301 -1.08155 -0.96242
H -1.87762 -1.28794 0.52929
*
```

[3]
ORCA calculation (ωB97M-V/def2-TZVPD) on 2 unconnected molecules or ions with the total composition C6H9NO2 in a non-equilibrium geometry.

Calculated values
E_tot	-439.19398	Eh
SMILES string	C=CC(C)=C=O.NC=O
energy relative to the best compared isomer or geometry (same formula, charge and spin)	51.7	kcal per mole
HOMO level	-8.1	eV
strongest force on any atom	2.71	eV Å⁻¹
Kohn-Sham gap	8.9	eV
LUMO energy	0.8	eV

Structure (ORCA input):
```
! RIJCOSX wB97M-V def2-TZVPD def2/J DEFGRID3
* xyz 0 1
C 1.33998 0.67601 -1.44661
C 1.60199 0.45670 -0.13595
C 0.63686 0.58478 0.91590
C 0.88502 -0.09447 2.24644
C -0.59997 0.98565 0.63811
O -1.65218 1.49959 0.63640
H 0.57422 1.36598 -1.75673
H 2.15543 0.66604 -2.15656
H 2.54227 0.01330 0.16188
H 0.88053 -1.18070 2.11083
H 1.85746 0.20884 2.63635
H 0.12779 0.16045 2.98073
N -2.39725 -0.68902 -1.24700
C -1.14853 -1.16996 -1.08823
O -0.79960 -1.99772 -0.28514
H -2.60930 0.06795 -1.87527
H -3.05460 -0.83662 -0.49318
H -0.34011 -0.71681 -1.84196
*
```